Entry 1:
Entry from the OMol25 dataset: a 12-piece molecular cluster, C21H51N9O24 overall (ωB97M-V with the def2-TZVPD basis set).

```
105
Properties=species:S:1:pos:R:3:forces:R:3:lowdin_charge:R:1
C 1.52251 -1.31557 -5.23323 0.03 0.59 -0.15 0.05
N 1.96655 -0.55762 -6.44672 0.91 -0.74 -1.55 -0.46
O 2.50158 0.49386 -6.27471 0.33 1.90 1.54 0.07
O 1.93942 -1.02513 -7.57260 -1.09 -1.32 0.40 0.05
H 1.00001 -2.22512 -5.52956 0.14 0.23 0.10 0.10
H 0.95026 -0.60627 -4.63528 -0.32 -0.26 -0.15 0.08
H 2.43156 -1.45693 -4.64864 -0.05 -0.32 -0.25 0.08
C 3.66058 -3.40688 -2.57040 -0.16 -0.41 0.73 0.06
N 2.52223 -2.60210 -2.04738 0.75 2.69 -0.65 -0.43
O 2.52988 -1.37918 -2.28809 0.13 -1.61 0.10 0.01
O 1.69015 -3.14514 -1.38853 -0.74 -0.69 0.48 0.09
H 3.67279 -4.23821 -1.86553 0.29 -0.21 -0.45 0.10
H 4.58348 -2.83071 -2.50425 -0.30 0.08 -0.20 0.10
H 3.41525 -3.72506 -3.58365 0.10 0.06 0.12 0.10
C 2.94438 4.07157 0.56953 -0.43 -0.15 -0.28 0.05
N 4.00400 3.02741 0.39039 1.76 1.23 -0.72 -0.41
O 3.65704 1.89240 0.14186 0.11 0.34 0.38 0.07
O 5.17800 3.44399 0.39320 -1.80 -0.94 0.30 0.05
H 2.75831 4.25172 1.62832 0.07 -0.27 -0.10 0.09
H 2.07318 3.66002 0.05989 0.00 0.11 0.35 0.07
H 3.24357 5.00980 0.10231 0.30 -0.30 0.05 0.10
C -2.37397 -2.42872 -4.16428 1.18 -0.15 -0.05 0.06
N -2.58405 -3.66169 -3.32197 1.70 1.46 0.60 -0.42
O -1.65410 -4.03734 -2.57614 -1.68 0.30 -1.32 0.03
O -3.68936 -4.09930 -3.39056 -0.94 -1.31 0.46 0.08
H -3.04013 -1.63163 -3.83415 0.13 -0.20 0.25 0.09
H -2.58581 -2.64595 -5.21120 -0.12 -0.29 0.21 0.10
H -1.31795 -2.18955 -4.03893 -0.27 0.35 0.00 0.07
C 0.10640 0.18110 -0.29854 0.35 -0.25 -0.10 0.06
N -0.62338 0.45718 -1.56924 -1.30 2.51 0.99 -0.38
O -1.46461 1.38805 -1.55296 1.17 -1.54 0.28 0.01
O -0.28354 -0.08354 -2.57054 0.25 -1.16 -1.37 0.07
H 0.93730 -0.49605 -0.49646 -0.13 0.18 -0.35 0.07
H -0.52963 -0.32269 0.42931 -0.26 0.65 -0.08 0.08
H 0.47849 1.16860 -0.02560 -0.21 -0.30 0.56 0.09
C -1.12514 -4.29245 0.74483 1.42 -0.22 -1.62 0.04
N -1.02900 -2.97650 1.38127 -0.02 0.64 1.41 -0.39
O 0.08135 -2.42829 1.57015 -2.06 -1.03 -0.59 0.02
O -2.10242 -2.56786 1.78517 0.83 0.63 0.16 0.06
H -1.11985 -5.07580 1.50274 -0.07 0.25 -0.04 0.11
H -0.24330 -4.32260 0.10487 0.13 -0.52 0.20 0.08
H -1.96604 -4.34066 0.05297 -0.22 0.20 0.56 0.09
C -1.98898 2.87408 -4.20698 0.73 -0.11 -0.54 0.03
N -3.35478 2.39191 -4.47352 -2.39 -1.44 -1.58 -0.38
O -3.56299 1.16584 -4.74112 0.87 3.14 1.04 0.02
O -4.23128 3.26329 -4.58043 1.42 -1.56 0.59 0.05
H -1.81747 3.61879 -4.98421 -0.05 0.15 0.21 0.10
H -1.27933 2.06296 -4.37004 -0.28 -0.03 0.39 0.09
H -1.90552 3.31793 -3.21495 -0.25 -0.24 -0.17 0.08
C -0.94253 4.53032 -0.18776 -1.31 -0.98 -0.79 0.04
N -1.52265 5.62714 0.59096 -0.34 1.73 -0.26 -0.45
O -2.68133 5.57145 0.97890 1.06 -0.67 -0.22 0.08
O -0.83699 6.62838 0.66124 0.36 0.29 0.45 0.05
H -1.47924 3.66653 0.20455 0.75 -0.50 -0.29 0.07
H 0.13572 4.52873 -0.34735 -0.18 0.12 1.10 0.08
H -1.30028 4.70691 -1.20213 -0.42 -0.02 0.00 0.10
C -2.74218 0.81447 3.05634 -1.05 0.50 0.27 0.07
N -3.44325 1.82346 2.17413 -0.02 1.27 -0.56 -0.41
O -2.94364 2.14980 1.10686 0.05 -0.61 0.67 0.03
O -4.47756 2.33417 2.60516 0.98 -1.01 -0.13 0.05
H -2.68495 1.36142 3.99744 0.16 -0.28 0.08 0.10
H -1.76465 0.46915 2.71975 -0.35 0.28 -0.42 0.07
H -3.50023 0.03711 3.15220 0.38 -0.22 0.10 0.10
C 2.04990 3.67786 5.63819 -0.79 -1.23 0.31 -0.06
C 1.43821 2.95059 4.45044 0.59 0.59 -0.16 -0.21
O 1.67256 1.54534 4.65824 0.18 0.95 0.94 0.01
C 1.25606 0.67187 3.78488 -1.37 0.01 -3.19 -0.51
C 1.69328 -0.71240 4.11325 0.15 -0.63 -0.54 0.03
O 0.63493 0.95336 2.72930 1.38 -0.29 2.72 0.04
H 3.06981 3.29437 5.66664 0.22 0.68 0.21 0.08
H 1.56256 3.31791 6.54430 0.00 0.22 0.18 0.08
H 1.93149 4.75948 5.57340 0.33 -0.14 -0.13 0.09
H 0.38286 3.13803 4.25248 0.10 -0.01 0.03 0.13
H 2.06880 3.29012 3.62875 -0.48 -0.33 -0.63 0.10
H 1.37689 -1.09344 5.08423 -0.30 0.21 -0.08 0.10
H 2.78041 -0.79142 4.11010 0.05 0.32 -0.03 0.07
H 1.34550 -1.32420 3.28088 -0.13 -0.25 0.36 0.07
C 4.00858 -1.22571 0.81575 0.85 -0.51 0.43 -0.04
C 4.66536 -2.42404 1.55396 0.64 1.40 -2.45 -0.25
O 4.36333 -2.27773 2.88839 -0.27 -1.74 3.19 -0.04
C 4.87880 -3.23230 3.75163 3.44 -2.43 -1.26 -0.43
C 4.38810 -3.10185 5.16755 -0.10 0.26 -0.78 0.01
O 5.72039 -4.12390 3.41954 -3.33 3.41 0.51 0.05
H 4.53655 -0.30173 1.05155 -0.24 0.02 0.37 0.06
H 2.95823 -1.16412 1.10050 -0.03 0.12 -0.25 0.07
H 4.14893 -1.29910 -0.26268 -0.31 -0.28 -0.02 0.06
H 4.33306 -3.35629 1.09725 -0.06 -0.26 0.45 0.12
H 5.74903 -2.33945 1.47269 0.10 -0.32 -0.38 0.13
H 4.94899 -3.69470 5.89007 0.08 -0.03 -0.47 0.09
H 3.37198 -3.48751 5.08472 -0.28 0.34 0.56 0.09
H 4.43714 -2.04749 5.43960 -0.45 -0.06 0.16 0.09
C -5.30365 1.73634 -1.10919 -0.57 1.00 0.73 -0.06
C -4.83498 0.49683 -1.81065 -0.35 2.15 -0.56 -0.25
O -5.36996 -0.61521 -1.12564 1.36 -2.30 -0.22 0.00
C -4.48387 -1.56054 -0.65957 1.94 2.86 2.09 -0.46
C -5.15117 -2.70380 0.02294 -0.03 -0.58 -1.02 0.02
O -3.27255 -1.31609 -0.46895 -2.67 -0.80 -1.59 0.04
H -6.37444 1.92830 -1.17753 -0.18 -0.39 -0.19 0.08
H -4.85276 2.62850 -1.54376 0.28 -0.03 0.02 0.08
H -5.09195 1.72893 -0.03998 0.29 -0.01 -0.09 0.06
H -5.26606 0.57884 -2.80842 0.03 -0.74 -0.17 0.11
H -3.75643 0.61800 -1.91142 0.08 -1.10 0.35 0.09
H -4.95405 -2.62151 1.09180 -0.19 0.01 -0.10 0.09
H -4.64734 -3.59399 -0.35368 -0.02 -0.21 0.21 0.08
H -6.20398 -2.78134 -0.24852 0.06 0.12 0.33 0.09
```
Positions in Å, forces in eV/Å.

Molecular weight: 813.678 g mol⁻¹
Energy: -3128.42297 Ha
SMILES: C[N+](=O)[O-].C[N+](=O)[O-].C[N+](=O)[O-].C[N+](=O)[O-].C[N+](=O)[O-].C[N+](=O)[O-].C[N+](=O)[O-].C[N+](=O)[O-].C[N+](=O)[O-].CCOC(C)=O.CCOC(C)=O.CCOC(C)=O
Kohn-Sham gap: 0.368 hartree
F_max: 4.8 eV Å⁻¹
Energy relative to the best compared isomer or geometry (same formula, charge and spin): 1.928 eV
LUMO: -0.372 eV
HOMO energy: -10.38 eV

=====

Entry 2:
Entry from the OMol25 dataset: a 22-piece molecular cluster, C10H55Cl2F3NO23S overall (ωB97M-V with the def2-TZVPD basis set).

```
95
Properties=species:S:1:pos:R:3:forces:R:3:lowdin_charge:R:1
C 4.26815 -0.83579 -3.09846 0.22 -0.02 0.09 0.09
C 3.96059 0.37314 -2.64131 0.10 0.03 -0.24 -0.16
C 3.83256 0.60999 -1.16666 1.25 -0.20 -0.34 -0.23
C 2.53712 1.16208 -0.70172 -0.07 -0.38 0.71 -0.15
S 1.03167 1.19274 -1.68208 -0.05 0.40 -1.14 0.81
O 0.86221 -0.04797 -2.35897 -0.10 -0.11 0.62 -0.21
O 1.14979 2.40860 -2.42033 0.12 0.08 0.35 -0.20
C -0.41133 1.43218 -0.50906 -0.04 0.05 -0.05 -0.66
F -0.08815 2.25151 0.48248 -0.07 -0.04 -0.12 0.17
F -1.35971 1.97245 -1.24549 -0.04 -0.03 0.02 0.19
F -0.81690 0.26097 -0.04699 0.10 0.06 -0.04 0.15
N 2.64640 1.66892 0.46585 0.14 0.27 0.23 0.14
C 4.05051 1.60363 0.97894 -0.15 0.66 -0.94 -0.56
Cl 4.22509 0.16757 1.97753 -0.01 -0.06 0.34 0.79
C 4.81875 1.50993 -0.35834 -0.57 0.16 0.11 -0.22
C 4.97001 2.91627 -0.99119 0.42 -0.49 0.31 -0.16
C 6.40315 3.17366 -1.45599 -0.18 0.23 -0.25 -0.23
C 6.77247 2.48498 -2.77381 0.02 -0.18 0.13 -0.55
Cl 8.02062 1.22395 -2.51827 0.00 -0.05 -0.02 0.56
H 4.00851 -1.14389 -4.10038 0.64 0.35 -0.29 0.07
H 4.82103 -1.53076 -2.47267 -0.70 -0.36 0.25 0.09
H 3.79987 1.18187 -3.34627 -0.67 -0.04 0.07 0.11
H 3.92570 -0.39089 -0.71635 -0.42 -0.03 0.12 0.16
H 1.92455 2.11125 1.02760 -0.28 -0.24 -0.09 0.16
H 4.19409 2.53286 1.52493 0.49 -0.24 0.39 0.10
H 5.76841 1.00183 -0.20931 0.05 0.01 -0.08 0.15
H 4.26467 3.01265 -1.81726 0.04 0.22 -0.02 0.11
H 4.72647 3.67331 -0.24738 -0.11 0.05 -0.07 0.10
H 6.53341 4.24932 -1.57299 -0.02 0.02 0.00 0.12
H 7.08697 2.85840 -0.66889 0.07 0.08 0.00 0.10
H 5.93766 1.96000 -3.23000 -0.05 0.08 -0.03 0.04
H 7.16041 3.18707 -3.50377 0.12 -0.03 0.00 0.08
O -2.51565 -1.03559 2.12606 0.24 -0.34 -0.14 -0.05
H -1.91447 -0.89382 1.38916 0.04 0.03 0.09 0.02
H -3.28152 -1.48734 1.74094 -0.10 0.07 0.11 0.02
O -5.22292 -1.31219 2.62992 0.11 -0.17 -0.04 -0.04
H -5.90194 -0.69397 2.93545 0.08 0.16 -0.08 0.03
H -4.53704 -1.22563 3.30012 -0.18 0.01 0.17 0.02
O 2.48195 0.09249 -5.41024 -0.13 0.10 -0.18 -0.06
H 2.04371 0.77567 -4.89467 -0.03 0.03 -0.08 0.03
H 1.74448 -0.46433 -5.71429 0.00 -0.15 0.12 0.02
O -3.12179 -4.09872 2.04089 0.30 0.34 0.00 -0.04
H -3.89311 -3.99322 2.60954 -0.09 -0.18 -0.08 0.06
H -2.55761 -3.35102 2.27340 -0.09 0.01 0.15 0.01
O -4.35593 0.57720 0.01740 0.06 -0.02 -0.15 -0.03
H -4.18488 -0.20639 0.54995 -0.27 0.15 0.11 0.00
H -3.49856 0.84965 -0.31731 -0.02 0.05 -0.01 0.00
O 0.79203 -2.71457 -1.11308 -0.18 0.08 -0.04 -0.03
H 0.76512 -1.76092 -1.24540 0.09 -0.02 -0.02 -0.02
H 0.55045 -2.87360 -0.19463 0.00 -0.13 -0.01 0.05
O 0.81546 0.29176 2.29651 0.14 0.02 -0.29 -0.05
H 0.38683 -0.22110 2.99039 -0.02 0.09 0.09 0.06
H 1.74718 0.04787 2.33179 0.02 -0.23 0.28 -0.03
O 0.17424 -1.68191 -5.51135 -0.05 0.07 0.08 -0.05
H -0.66791 -1.59807 -5.97581 0.03 0.04 -0.03 0.05
H -0.03933 -2.25177 -4.75980 -0.04 -0.03 -0.05 0.03
O 5.56519 4.29192 2.40304 -0.20 -0.06 0.01 -0.05
H 5.01746 5.06003 2.59789 0.06 0.04 -0.03 0.05
H 6.23654 4.30046 3.09413 0.04 -0.06 -0.05 0.05
O 3.34794 5.40619 -1.56000 -0.29 -0.05 0.22 -0.04
H 3.02403 6.20043 -1.12094 0.12 0.11 -0.08 0.05
H 2.54277 4.97753 -1.87162 0.03 0.04 -0.16 0.03
O -6.30451 0.66628 4.58362 0.22 -0.03 -0.09 -0.06
H -7.08196 0.69810 5.16061 0.03 0.02 0.06 0.03
H -5.82677 1.47085 4.81717 -0.27 0.18 -0.04 0.05
O -1.54398 -2.80523 -3.10324 0.39 0.13 0.07 -0.03
H -2.21764 -2.14452 -2.91229 -0.18 -0.16 -0.11 0.04
H -0.88963 -2.72968 -2.39438 0.04 -0.01 0.09 0.00
O -2.45791 -0.39463 -4.97775 -0.04 0.04 0.20 -0.04
H -3.13318 0.25818 -4.76589 -0.05 -0.02 -0.11 0.05
H -1.77819 -0.28707 -4.30459 0.12 0.00 -0.13 0.01
O -0.73299 -5.78624 -2.03542 -0.23 -0.03 0.05 -0.05
H -0.80708 -4.84443 -2.21986 0.02 -0.02 -0.07 0.00
H -0.89489 -5.86662 -1.08290 0.29 0.05 -0.01 0.00
O -8.20917 -1.33851 5.18969 -0.05 0.01 -0.07 -0.05
H -7.61670 -1.22081 4.44050 0.05 -0.10 0.04 0.01
H -8.95606 -1.82590 4.82750 -0.04 0.01 0.07 0.05
O 5.36008 0.88063 -6.20414 -0.06 0.06 0.05 -0.07
H 5.78702 0.13696 -6.63960 0.03 0.03 -0.01 0.04
H 4.43454 0.82495 -6.47463 -0.02 -0.11 0.13 0.01
O -0.74262 -5.62053 0.91515 0.06 0.46 -0.02 -0.04
H -1.39109 -4.96877 1.21492 -0.30 -0.38 0.07 0.01
H -0.04622 -5.60328 1.57802 0.03 -0.19 -0.03 0.05
O -7.11227 2.23276 6.84871 0.33 0.12 -0.23 -0.06
H -6.60661 1.69564 7.46880 -0.20 -0.04 0.07 0.04
H -7.54801 2.87493 7.41823 -0.08 -0.06 -0.03 0.05
O -3.18360 0.59244 4.71540 0.08 -0.06 0.06 -0.05
H -2.74460 -0.05405 4.15293 -0.03 0.10 -0.15 0.00
H -4.12581 0.46591 4.55822 -0.03 -0.06 0.08 -0.01
O -3.70306 -6.00704 -1.95969 -0.02 0.15 0.04 -0.07
H -3.63549 -6.74151 -1.34304 -0.01 -0.03 -0.04 0.03
H -2.79127 -5.85047 -2.24573 0.01 -0.18 -0.02 -0.01
O -8.54196 1.02567 8.97135 -0.01 -0.11 0.13 -0.06
H -8.33544 0.14072 9.28810 -0.05 0.01 0.06 0.04
H -9.19041 0.88641 8.27339 0.05 0.00 -0.04 0.04
```
Positions in Å, forces in eV/Å.

Molecular weight: 717.501 g mol⁻¹
Energy: -3817.13858 Ha
Kohn-Sham gap: 0.238 hartree
F_max: 1.3 eV Å⁻¹
Net charge: +1
LUMO: -5.533 eV
HOMO energy: -12.00 eV

=====

Entry 3:
Entry from the OMol25 dataset: an isolated ion of composition C3H8ClN2 and charge +1 (ωB97M-V with the def2-TZVPD basis set).

```
14
Properties=species:S:1:pos:R:3:forces:R:3:lowdin_charge:R:1
C 2.07880 0.99771 -0.26557 -3.61 1.71 -0.07 0.02
C 0.85092 0.14551 -0.25872 -0.09 -1.69 1.80 -0.01
N -0.04757 0.08398 0.71224 3.08 1.07 -1.40 0.03
C -1.37512 -0.47722 0.52688 -0.01 0.43 -1.85 -0.77
N -1.42207 -1.55655 -0.32740 -0.62 -2.11 0.23 0.04
Cl -2.14993 0.96117 -0.12170 -1.54 1.06 -0.56 0.74
H 2.41260 1.23580 0.70502 0.55 0.05 1.22 0.09
H 2.84049 0.80445 -0.94645 1.10 -1.03 -1.07 0.08
H 1.62818 1.97506 -0.62823 0.48 -0.57 0.20 0.14
H 0.68007 -0.62915 -1.00902 0.00 0.39 -0.21 0.15
H -0.03629 0.83171 1.39492 0.29 -0.03 0.42 0.16
H -1.85336 -0.67228 1.41909 -0.41 -0.43 2.24 0.10
H -1.94071 -2.38957 0.07938 0.92 1.59 -1.13 0.15
H -1.66600 -1.31060 -1.28043 -0.14 -0.44 0.19 0.09
```
Positions in Å, forces in eV/Å.

Molecular weight: 107.564 g mol⁻¹
Energy: -688.52875 Ha
SMILES: C/C=[NH+]/[C@H](N)Cl
Kohn-Sham gap: 0.360 hartree
F_max: 4.0 eV Å⁻¹
Energy relative to the best compared isomer or geometry (same formula, charge and spin): 0.917 eV
Net charge: +1
LUMO: -5.066 eV
HOMO energy: -14.86 eV